*i*
This record from OMol25 describes a 2-piece molecular cluster, C3H11NO overall. The level of theory is ωB97M-V/def2-TZVPD.

SMILES: CCOC.N
LUMO level in eV: 1.03
Kohn-Sham gap in hartree: 0.37771
Net charge: 0

Each line ends with the Mulliken charge.
Atoms and positions in Å:
H1 -1.763 0.975 0.449  0.29
C1 1.660 -0.353 0.727  -0.95
H2 2.370 -1.028 0.267  0.29
H3 0.879 -1.659 -1.463  0.32
C2 -0.148 -1.431 -1.144  -0.70
H4 2.160 0.264 1.471  0.35
H5 -2.255 2.130 1.692  0.20
H6 -0.805 -1.614 -1.991  0.26
H7 0.668 1.454 0.111  0.35
H8 1.680 0.543 -1.215  0.33
H9 -3.218 1.737 0.380  0.19
H10 0.842 -0.868 1.237  0.27
H11 -0.379 -2.080 -0.306  0.26
C3 1.003 0.536 -0.356  -0.35
N1 -2.475 1.444 0.993  -0.66
O1 -0.219 -0.047 -0.852  -0.43

---

*ii*
This record from OMol25 describes a 3-piece molecular cluster, C3H11NO overall. The level of theory is ωB97M-V/def2-TZVPD.

LUMO level in eV: -2.05
Kohn-Sham gap in hartree: 0.24669
Net charge: 0

Each line ends with the Mulliken charge.
Atoms and positions in Å:
H1 2.190 -1.934 -1.057  0.15
H2 0.832 -1.004 1.374  0.77
H3 -1.630 -1.248 -0.987  0.27
H4 1.522 1.762 -0.797  0.25
C1 0.438 1.200 -0.711  -0.93
H5 -0.035 -1.388 -0.310  0.24
H6 0.654 -0.194 0.989  -0.57
C2 -1.295 0.101 0.655  -0.32
N1 -1.099 -1.171 -0.096  -0.58
H7 0.159 1.597 1.473  0.36
H8 -1.752 -0.070 1.661  0.25
O1 1.662 -1.333 -0.545  -0.78
H9 -0.218 1.855 -1.145  0.45
H10 -2.009 0.773 0.068  0.29
H11 0.472 0.303 -1.319  0.25
C3 0.109 0.751 0.747  -0.11

---

Which of them is least stable? Easy: *ii*.